Entry 1:
DFT (ωB97M-V with the def2-TZVPD basis set) results for a molecular structure, C53H41F5FeN2O3P2Si at a distorted geometry.

Computed properties:
Relative energy (zero: lowest compared OMol25 entry of this formula, charge and spin) ... 0.0 kcal per mole
Frontier orbital gap (alpha / beta) ... 4.213 / 6.761 eV
Spin multiplicity ... 6
Charge ... -1

Positions of all 108 atoms, in Å:
Fe -0.08399 -0.95488 0.19398
O 2.05548 0.55698 5.02499
C 2.80017 1.37892 4.26374
C 3.75268 2.15779 4.89946
C 4.53799 3.07035 4.19792
C 4.33721 3.22313 2.83314
C 3.39599 2.43603 2.18425
C 2.63621 1.44947 2.84445
C 1.68519 0.58240 2.18506
O 1.75770 0.26562 0.80092
N 0.67664 0.08129 2.87879
N -0.31866 -0.48489 2.23245
C -1.30129 -0.98601 2.96573
C -2.55007 -1.43263 2.40510
C -3.50083 -2.01919 3.25760
C -4.75828 -2.39873 2.82204
C -5.10566 -2.16960 1.49177
C -4.19035 -1.58767 0.62571
C -2.89194 -1.23113 1.03260
O -2.06175 -0.68617 0.16077
H 1.33888 0.20353 4.43227
H 3.86235 2.03994 5.97168
H 5.28086 3.66331 4.71842
H 4.89732 3.96161 2.26973
H 3.22544 2.61590 1.13035
H -1.17658 -1.01306 4.04719
H -3.22228 -2.16844 4.29875
H -5.46387 -2.85423 3.50663
H -6.09086 -2.44818 1.13171
H -4.45458 -1.38365 -0.40809
C 4.56408 0.48932 0.19885
Si 2.81669 0.57864 -0.43440
C 2.30714 2.24452 -1.20688
C 3.23642 2.68600 -2.16212
C 3.07507 3.86203 -2.87615
C 1.95307 4.64347 -2.64518
C 1.01552 4.23109 -1.71043
C 1.15328 3.03972 -0.98627
P -0.19689 2.60676 0.24164
C -1.73979 2.54592 -0.75750
C -1.85920 2.75711 -2.12343
C -3.08550 2.59550 -2.76895
C -4.20810 2.23007 -2.04555
C -4.10263 2.01568 -0.67336
C -2.87983 2.15920 -0.04115
C -0.43613 4.24104 1.09346
C 0.38652 4.50798 2.19070
C 0.26371 5.68858 2.91084
C -0.70450 6.62020 2.56153
C -1.53945 6.36320 1.48232
C -1.40550 5.18582 0.75350
C 2.84149 -0.63415 -1.90881
C 4.13012 -1.00884 -2.32891
C 4.35488 -1.71924 -3.49753
C 3.28793 -2.06083 -4.31456
C 2.00876 -1.70175 -3.93136
C 1.77480 -1.01811 -2.73606
P 0.04479 -0.61646 -2.29474
C -0.40954 0.21360 -3.88510
C 0.38711 1.29890 -4.26725
C 0.13713 1.98478 -5.44524
C -0.91700 1.59528 -6.26501
C -1.70206 0.51349 -5.89960
C -1.45509 -0.17266 -4.71204
C -0.85536 -2.21927 -2.44298
C -0.25455 -3.46482 -2.60442
C -1.03356 -4.61514 -2.66652
C -2.41308 -4.53410 -2.55565
C -3.01783 -3.29835 -2.35943
C -2.24491 -2.15043 -2.29393
H 5.28302 0.97351 -0.47281
H 4.83618 -0.56666 0.29891
H 4.65992 0.95227 1.17584
H 4.11690 2.07518 -2.35651
H 3.82183 4.16650 -3.60179
H 1.80788 5.57250 -3.18674
H 0.14406 4.85287 -1.53262
H -0.99978 3.06222 -2.69858
H -3.14734 2.75053 -3.83993
H -5.16150 2.10377 -2.54471
H -4.97099 1.71372 -0.09908
H -2.79550 1.95394 1.02217
H 1.12539 3.77927 2.49494
H 0.91874 5.86770 3.75616
H -0.81281 7.53647 3.13011
H -2.30509 7.07889 1.20455
H -2.06428 5.01363 -0.08956
H 4.98901 -0.74379 -1.72930
H 5.36645 -1.99963 -3.76933
H 3.44899 -2.60509 -5.23776
H 1.16952 -1.95602 -4.56985
H 1.22378 1.59795 -3.64061
H 0.76100 2.82930 -5.71659
H -1.12102 2.13193 -7.18524
H -2.51504 0.19186 -6.54018
H -2.07323 -1.02040 -4.44899
H 0.82090 -3.55384 -2.64258
H -0.55010 -5.57856 -2.78230
H -3.01506 -5.43511 -2.59782
H -4.09056 -3.23218 -2.22746
H -2.71058 -1.19483 -2.08525
F -0.25418 -3.41588 0.41778
C 0.99284 -2.78274 0.75448
F 1.81238 -3.13412 -0.35710
C 1.51447 -3.66807 1.86780
F 1.27567 -4.97328 1.65604
F 0.95072 -3.33992 3.03742
F 2.84746 -3.51674 1.98372


Entry 2:
DFT (ωB97M-V with the def2-TZVPD basis set) results for a molecular structure, C53H41N8O5Ti.

Computed properties:
Relative energy (zero: lowest compared OMol25 entry of this formula, charge and spin) ... 49.8 kcal per mole
Frontier orbital gap ... 5.489 eV
Charge ... -1

Positions of all 108 atoms, in Å:
Ti 0.47684 -0.56991 -0.82526
O 1.65417 -2.20961 -0.80996
C 1.43335 -3.15407 0.07214
C 2.48563 -3.64648 0.86766
C 2.26990 -4.63296 1.80797
C 1.00492 -5.20030 1.97741
C -0.03250 -4.76161 1.17766
C 0.14912 -3.73906 0.24876
C -0.89508 -3.36303 -0.68583
N -0.85856 -2.22752 -1.25849
N -1.60176 -2.02004 -2.41059
C -0.87214 -1.26671 -3.19048
O 0.30660 -0.83554 -2.86998
C -1.43495 -0.85920 -4.50374
C -2.77227 -1.09835 -4.80943
C -3.29613 -0.66660 -6.01700
C -2.48770 0.00358 -6.92716
C -1.15570 0.24550 -6.62181
C -0.63085 -0.17951 -5.41024
H 3.46575 -3.20465 0.73424
H 3.09715 -4.96936 2.42228
H 0.84481 -5.98009 2.71051
H -1.01542 -5.21344 1.26696
H -1.62999 -4.09841 -1.01464
H -3.38853 -1.60772 -4.08097
H -4.33977 -0.84372 -6.24542
H -2.89816 0.34520 -7.86970
H -0.52673 0.77648 -7.32562
H 0.39742 0.02067 -5.14105
C 5.30671 3.56702 2.66912
O 4.10672 3.17920 2.05498
C 4.13654 3.00408 0.69871
C 5.23920 3.19028 -0.07942
C 5.16576 3.01597 -1.48708
C 3.97932 2.66036 -2.05556
C 2.82729 2.38705 -1.27836
C 1.57701 2.19745 -1.95012
N 0.59970 1.44601 -1.55490
N -0.64741 1.77803 -2.09716
C -1.55824 1.12272 -1.45476
O -1.26824 0.25542 -0.51180
C -2.99541 1.35225 -1.72927
C -3.40738 2.09502 -2.83174
C -4.75785 2.27698 -3.07858
C -5.70540 1.72207 -2.22678
C -5.29598 0.97688 -1.12952
C -3.94414 0.78496 -0.88400
C 2.84162 2.58087 0.15656
O 1.86488 2.45739 0.91773
H 5.09609 3.64021 3.73499
H 5.65177 4.54076 2.30217
H 6.09915 2.82769 2.50876
H 6.18304 3.48226 0.36236
H 6.04568 3.18822 -2.09328
H 3.90624 2.55529 -3.13380
H 1.37526 2.80180 -2.83875
H -2.65548 2.51174 -3.48916
H -5.07578 2.84761 -3.94255
H -6.76129 1.86490 -2.42232
H -6.03018 0.53545 -0.46690
H -3.60693 0.18831 -0.04679
C -2.28804 0.19326 3.55436
C -1.55457 -0.31470 2.48973
N -1.58560 -1.60150 2.13820
C -2.36825 -2.40002 2.84890
C -3.18575 -1.98969 3.90339
C -3.11686 -0.64732 4.26905
C -3.96672 -3.01917 4.59962
C -5.19665 -3.02144 5.13337
C -6.27074 -2.02355 5.07858
C -7.48796 -2.30609 5.70433
C -8.49577 -1.37122 5.60159
N -8.35309 -0.23140 4.92612
C -7.16331 -0.06076 4.35707
N -6.12456 -0.88152 4.39945
H -2.19335 1.23834 3.81668
H -0.90489 0.32629 1.90780
H -2.35487 -3.45175 2.56694
H -3.69291 -0.28142 5.10537
H -3.43889 -3.96634 4.68258
H -5.49914 -3.93850 5.62822
H -7.63298 -3.22860 6.25008
H -9.45912 -1.53469 6.07322
H -7.02467 0.85668 3.79445
N 1.28788 -0.33911 0.81492
C 2.12866 -0.23417 1.74374
C 1.63210 -0.19003 3.15891
C 1.20946 -1.35363 3.78726
C 0.68173 -1.29060 5.07058
C 0.58091 -0.06872 5.72048
C 1.00701 1.09234 5.08556
C 1.53275 1.04133 3.80275
C 3.60148 -0.18949 1.51209
C 4.48685 -0.03212 2.57605
C 5.85552 -0.03158 2.35433
C 6.35247 -0.18776 1.06706
C 5.47712 -0.35094 0.00370
C 4.11003 -0.35245 0.22325
H 1.26570 -2.29790 3.25779
H 0.33712 -2.19612 5.55569
H 0.16024 -0.02008 6.71777
H 0.91655 2.04710 5.59021
H 1.84958 1.92972 3.26442
H 4.09704 0.09554 3.57785
H 6.53637 0.09314 3.18795
H 7.42193 -0.18088 0.89406
H 5.85721 -0.46477 -1.00333
H 3.42788 -0.50093 -0.59831


Entry 3:
DFT (ωB97M-V with the def2-TZVPD basis set) results for a molecular structure, C53H42HfN5Si at a distorted geometry.

Computed properties:
Frontier orbital gap ... 5.812 eV
Charge ... +1

Positions of all 102 atoms, in Å:
Hf 0.34857 0.00297 0.27717
C 5.22212 -5.30059 3.06107
C 5.45697 -4.63187 1.87007
C 4.56705 -3.66943 1.42312
C 3.43354 -3.37361 2.16730
C 3.20422 -4.04267 3.36448
C 4.09531 -5.00132 3.81067
C 2.43319 -2.37944 1.70832
C 1.36524 -2.86076 0.95111
C 1.19683 -4.23073 0.56569
C 0.02483 -4.31279 -0.11217
C -0.51628 -2.98578 -0.16980
C -1.66406 -2.63512 -0.88368
C -2.49111 -3.73269 -1.43502
C -3.24529 -4.52552 -0.57504
C -4.05782 -5.52044 -1.08739
C -4.10567 -5.74323 -2.45393
C -3.34937 -4.96294 -3.31233
C -2.54798 -3.95636 -2.80611
C -2.12069 -1.33233 -1.10609
N -1.60619 -0.20160 -0.52432
C -2.47268 0.82135 -0.82727
C -2.48595 2.07044 -0.19615
C -3.61132 2.97115 -0.53746
C -4.61202 3.24317 0.39154
C -5.68876 4.03853 0.04041
C -5.77596 4.57268 -1.23469
C -4.78177 4.30802 -2.16206
C -3.70972 3.50497 -1.81849
C -1.57216 2.47420 0.78385
C -1.64310 3.70332 1.51872
C -0.56947 3.73194 2.34837
C 0.17354 2.52863 2.12256
N -0.46780 1.76120 1.18371
C 1.37207 2.22405 2.77673
C 2.06733 1.01612 2.67121
C 3.29590 0.69928 3.34399
C 3.59605 -0.58952 3.03712
C 2.55800 -1.06930 2.17223
N 1.64726 -0.06985 1.94757
C 1.94785 3.26189 3.66597
C 2.57710 4.37881 3.12536
C 3.15877 5.31632 3.95877
C 3.10340 5.15581 5.33294
C 2.45321 4.05948 5.87465
C 1.88394 3.11030 5.04659
C -3.50146 0.33638 -1.70514
C -3.28632 -0.99387 -1.87105
N 0.30552 -2.11651 0.49884
H 5.91083 -6.05889 3.40223
H 6.33300 -4.86324 1.28070
H 4.73794 -3.15121 0.49254
H 2.31891 -3.81048 3.93684
H 3.90445 -5.51743 4.74057
H 1.89357 -5.01352 0.78480
H -0.41299 -5.18042 -0.56506
H -3.21187 -4.34188 0.48977
H -4.65983 -6.12058 -0.42224
H -4.73566 -6.52230 -2.85023
H -3.38752 -5.13118 -4.37787
H -1.95882 -3.33613 -3.46659
H -4.55506 2.81242 1.38066
H -6.46556 4.24050 0.76276
H -6.61424 5.19685 -1.50247
H -4.84199 4.72448 -3.15595
H -2.93325 3.29504 -2.53859
H -2.41328 4.44138 1.41839
H -0.30376 4.48474 3.06177
H 3.84909 1.36755 3.97502
H 4.43658 -1.17057 3.36233
H 2.61557 4.50818 2.05464
H 3.65904 6.17423 3.53682
H 3.56472 5.88152 5.98380
H 2.38954 3.93294 6.94406
H 1.37323 2.25421 5.46192
H -4.30083 0.92887 -2.10789
H -3.86145 -1.69409 -2.44496
C 3.62924 2.08608 -2.91060
Si 1.99029 2.13892 -1.93269
C 2.05447 3.46336 -0.55297
C 0.51330 2.40826 -3.12068
N 1.63262 0.63799 -1.11871
C 2.38806 -0.49753 -1.41468
C 1.76535 -1.61245 -1.99665
C 2.49741 -2.74645 -2.30520
C 3.86448 -2.77729 -2.07822
C 4.49196 -1.67926 -1.50856
C 3.76338 -0.55606 -1.16616
H 3.68891 2.92254 -3.59877
H 3.72258 1.17491 -3.49589
H 4.49657 2.15588 -2.26117
H 2.72700 4.27467 -0.81550
H 2.41016 3.01947 0.37412
H 1.07507 3.89467 -0.36358
H 0.36053 3.45689 -3.34867
H -0.39918 2.02016 -2.66914
H 0.66818 1.88910 -4.06211
H 0.70942 -1.52678 -2.25484
H 2.00605 -3.60300 -2.74236
H 4.43805 -3.65127 -2.34415
H 5.55761 -1.69671 -1.33009
H 4.24144 0.29891 -0.71266